Entry 1:
A cluster of 2 separate species, C3H10N2O2 in total at a distorted geometry. Source: OMol25; level of theory: ωB97M-V/def2-TZVPD.

Geometry (Å):
N -1.9762 -0.5954 2.5266
C -0.8024 -0.5076 1.7221
C -1.2164 0.2063 0.4587
N -0.0771 0.4756 -0.4385
C -0.1023 0.4071 -1.7691
O 0.8189 0.8307 -2.5122
H -2.2334 0.2338 2.9677
H -1.7504 -1.2427 3.3375
H 0.0713 -0.0727 2.1838
H -0.5137 -1.5925 1.4080
H -1.5841 1.1829 0.6294
H -1.9336 -0.3765 -0.1368
H 0.8542 0.3943 -0.0998
H -1.0525 -0.0270 -2.1016
O 2.8252 -0.5868 -0.4472
H 2.4229 -0.1359 -1.1896
H 3.6666 -0.1123 -0.4098

- LUMO (eV) = 0.8409
- energy above the lowest of the compared OMol25 structures with the same formula, charge and spin (kJ/mol) = 142.01
- Kohn-Sham gap (eV) = 10.592
- strongest force on any atom (eV Å⁻¹) = 3.88
- spin multiplicity = 1
- SMILES = NCCNC=O.O

These are the Löwdin partial charges, in e, on atoms 1 to 8: number 1, N, carries -0.0173; number 2, C, carries -0.3040; number 3, C, carries -0.1813; number 4, N, carries 0.0224; number 5, C, carries -0.3392; number 6, O, carries -0.0317; number 7, H, carries 0.0408; number 8, H, carries 0.1062

Entry 2:
The molecule C2H3BrO at a distorted geometry. Source: OMol25; level of theory: ωB97M-V/def2-TZVPD.

Geometry (Å):
C 0.8358 0.1551 -0.5724
C -0.4587 0.3510 -0.2442
O -1.3182 -0.1300 1.0151
Br -0.6141 -1.4154 1.9843
H 1.2262 0.5107 -1.4480
H 1.5898 -0.3807 -0.0573
H -1.2607 0.9093 -0.6775

- LUMO (eV) = 0.2096
- energy above the lowest of the compared OMol25 structures with the same formula, charge and spin (kJ/mol) = 301.21
- Kohn-Sham gap (eV) = 9.747
- strongest force on any atom (eV Å⁻¹) = 4.43
- spin multiplicity = 1
- SMILES = C=COBr

Formally, the Löwdin partial charges of the atoms, in units of the elementary charge, are as follows: number 1, C, carries 0.0110; number 2, C, carries -0.1335; number 3, O, carries -0.7638; number 4, Br, carries 0.7302; number 5, H, carries 0.0248; number 6, H, carries 0.0395; number 7, H, carries 0.0918

Entry 3:
A cluster of 2 separate species, C3H7NO4 in total. Source: OMol25; level of theory: ωB97M-V/def2-TZVPD.

Geometry (Å):
O 0.4733 -2.5936 -0.6205
C -0.6466 -2.2687 -0.3413
C -1.0702 -0.9515 0.2527
N -0.1810 0.1366 -0.0245
C 0.1181 1.1130 0.8674
O 0.6029 2.1735 0.5369
O -0.1021 0.7627 2.1647
H -1.4656 -2.9682 -0.5909
H -2.1209 -0.8012 0.0068
H -1.1491 -1.1338 1.3227
H -0.0234 0.4506 -0.9796
H 0.6934 0.7663 2.7167
O 1.3609 1.6162 -2.0711
H 1.2204 2.2774 -1.3650
H 2.2897 1.4207 -1.8750

- LUMO (eV) = 0.4566
- energy above the lowest of the compared OMol25 structures with the same formula, charge and spin (kJ/mol) = 130.24
- Kohn-Sham gap (eV) = 10.535
- strongest force on any atom (eV Å⁻¹) = 0.96
- spin multiplicity = 1
- SMILES = O=CCNC(=O)O.O

These are the Löwdin partial charges, in e, on atoms 1 to 8: number 1, O, carries 0.0702; number 2, C, carries -0.2488; number 3, C, carries -0.1501; number 4, N, carries 0.1018; number 5, C, carries -0.5781; number 6, O, carries 0.0734; number 7, O, carries 0.0908; number 8, H, carries 0.1193

Q: Which formula does entry 3 have?
A: C3H7NO4